(1)
Here is a structure of composition C53H47AsCoIN4O4PS2 from OMol25. Energies are from ωB97M-V/def2-TZVPD.

Computed properties:
Orbital gap = 7.143 eV
Total charge = +1

```
114
Properties=species:S:1:pos:R:3:forces:R:3
Co -0.142612 0.050475 0.247459 0.16 -0.11 -0.40
S 0.092314 0.178049 2.518593 -0.01 -0.11 -0.22
C 1.779733 0.476209 2.911906 -0.20 -0.04 0.03
C 2.176316 0.379570 4.252077 0.09 0.04 0.11
C 3.480148 0.661597 4.622332 -0.14 -0.04 0.03
C 4.423564 1.037825 3.668020 0.03 0.02 0.06
C 4.046400 1.108166 2.342197 -0.06 -0.01 -0.02
C 2.729481 0.832756 1.964494 0.21 0.03 -0.08
As 2.208746 0.871962 0.112482 -0.50 0.01 0.66
C 2.445919 2.720313 -0.405320 -0.15 0.02 -0.27
C 2.868217 3.687432 0.497518 0.08 0.03 -0.06
C 3.011016 5.005620 0.080837 0.01 0.01 -0.03
C 2.719060 5.363744 -1.228773 0.03 -0.02 0.02
C 2.280849 4.400921 -2.129364 0.03 0.01 0.02
C 2.140522 3.083260 -1.717697 0.08 0.06 0.09
C 3.795711 0.040689 -0.634181 -0.13 -0.20 -0.13
C 4.619276 0.703223 -1.533339 0.07 -0.06 -0.03
C 5.746680 0.061391 -2.036075 0.00 -0.01 -0.02
C 6.043055 -1.237515 -1.650549 0.00 0.00 0.00
C 5.222630 -1.898460 -0.742732 -0.02 -0.01 -0.02
C 4.102048 -1.259261 -0.235301 0.23 0.13 -0.02
H 1.441649 0.086304 4.994239 0.08 0.04 -0.01
H 3.767233 0.586558 5.665552 -0.03 0.01 -0.07
H 5.440792 1.270081 3.959336 -0.06 -0.04 -0.01
H 4.777002 1.380405 1.590132 0.01 -0.01 -0.04
H 3.084231 3.422450 1.524120 0.00 0.00 0.00
H 3.354434 5.753408 0.786173 -0.04 -0.03 -0.04
H 2.833391 6.392938 -1.548100 -0.01 -0.05 0.02
H 2.044421 4.674082 -3.151308 0.00 -0.01 0.05
H 1.786085 2.341600 -2.424661 -0.01 0.03 -0.02
H 4.395164 1.718000 -1.834082 0.02 0.02 -0.03
H 6.392964 0.582170 -2.732227 -0.01 -0.01 0.03
H 6.919494 -1.733574 -2.049012 -0.04 0.01 0.02
H 5.458658 -2.910770 -0.433050 -0.01 0.06 -0.01
H 3.483359 -1.756057 0.497900 -0.01 -0.04 0.10
C 2.109682 -1.212671 -5.531860 -0.04 -0.03 -0.01
C 0.765785 -1.546874 -5.616733 -0.01 0.02 0.00
C -0.094610 -1.280507 -4.558341 -0.03 -0.04 -0.03
C 0.388924 -0.663364 -3.408976 0.09 -0.10 0.11
C 1.741685 -0.329413 -3.334065 -0.15 -0.02 -0.28
C 2.600399 -0.601807 -4.385579 0.02 0.04 0.01
P -0.699318 -0.170834 -2.033737 0.08 0.69 0.17
C -2.248135 -1.061072 -2.319837 0.12 -0.23 0.07
C -2.205197 -2.457974 -2.322418 -0.06 -0.02 -0.12
C -3.378005 -3.191194 -2.413313 0.03 0.07 -0.03
C -4.600648 -2.535279 -2.485232 -0.03 0.05 -0.06
C -4.646889 -1.148127 -2.472536 0.00 0.01 0.03
C -3.473340 -0.408271 -2.385200 -0.05 0.00 -0.06
C -1.053232 1.557130 -2.402196 -0.04 -0.08 -0.05
C -1.397333 2.013371 -3.647919 0.02 0.07 -0.10
C -1.688272 3.378300 -3.841122 0.01 -0.11 -0.05
C -1.603921 4.247668 -2.789225 0.04 0.04 0.09
C -1.217631 3.808579 -1.500979 -0.03 -0.10 -0.04
C -1.074515 4.708074 -0.417273 -0.02 0.15 -0.01
C -0.689967 4.242204 0.802054 0.06 -0.15 0.09
C -0.424420 2.859949 1.004148 -0.01 0.56 -0.13
C -0.541326 1.953278 -0.012633 0.35 -0.40 0.15
C -0.943971 2.429887 -1.295985 -0.11 0.20 0.08
H 2.775663 -1.436535 -6.355454 -0.02 0.02 0.01
H 0.378380 -2.013844 -6.513278 0.02 -0.02 0.03
H -1.139635 -1.556551 -4.632008 0.04 0.02 -0.02
H 2.130579 0.142953 -2.447863 0.06 0.04 0.03
H 3.648970 -0.337492 -4.307554 -0.06 -0.04 0.02
H -1.255468 -2.978998 -2.245492 -0.05 0.02 0.00
H -3.334643 -4.271711 -2.405065 0.01 0.02 0.00
H -5.520480 -3.105699 -2.542660 0.05 0.02 -0.01
H -5.599207 -0.635796 -2.531311 0.02 -0.01 0.01
H -3.515025 0.673719 -2.372116 -0.01 0.00 0.00
H -1.438295 1.327711 -4.488278 -0.04 0.03 0.03
H -1.978980 3.732104 -4.821562 0.02 0.00 0.00
H -1.822423 5.300214 -2.931681 0.01 -0.02 0.00
H -1.258788 5.766962 -0.578649 -0.01 -0.12 0.01
H -0.570463 4.926500 1.635487 0.00 -0.04 -0.05
H -0.125567 2.533002 1.989628 0.01 0.10 -0.01
I -4.534563 -3.784263 1.022944 -0.04 0.03 0.12
C -3.881642 -1.809125 0.995171 0.14 -0.08 -0.03
C -4.724886 -0.780617 1.380625 -0.09 0.06 0.00
C -4.228739 0.510336 1.373890 -0.08 -0.05 0.01
C -2.912108 0.729541 1.016979 -0.13 -0.10 0.08
N -2.099011 -0.266909 0.649879 0.32 -0.30 -0.02
C -2.579703 -1.521123 0.619691 -0.23 0.23 0.18
H -5.744410 -0.980432 1.684640 0.02 -0.02 -0.03
H -4.854920 1.347223 1.654429 0.06 -0.03 0.01
H -2.483272 1.718979 1.031625 -0.10 -0.06 0.03
H -1.913830 -2.299694 0.285505 0.01 -0.01 0.02
C -1.798810 -8.103716 -2.011566 -0.04 0.12 0.05
C -1.879112 -7.479717 -0.620135 0.08 -0.03 -0.12
S -0.745845 -6.100425 -0.475409 0.09 -0.01 -0.19
O 0.352048 -6.293819 -1.391802 -0.03 0.05 0.14
O -1.504867 -4.868666 -0.539505 0.11 -0.05 -0.03
C -0.088378 -6.225984 1.183235 -0.08 0.07 0.00
C 1.211115 -5.429862 1.320676 -0.23 0.17 -0.06
N 1.149826 -4.098788 0.698050 0.17 -0.26 0.22
C 0.367703 -3.081210 1.125099 0.06 0.19 0.03
N 0.433759 -2.049826 0.282155 0.19 0.17 -0.05
C 1.281871 -2.432893 -0.726139 -0.31 0.12 0.02
C 1.727710 -3.678982 -0.481116 -0.01 -0.36 -0.11
N 2.721296 -4.376475 -1.253200 0.05 -0.07 0.09
O 3.330253 -5.291619 -0.724084 -0.08 0.08 0.03
O 2.919488 -3.956666 -2.370787 -0.06 0.04 0.00
C -0.439307 -3.179113 2.369093 -0.10 -0.06 -0.08
H -2.435334 -8.985213 -2.047905 -0.05 0.00 0.01
H -0.779172 -8.395895 -2.247026 0.03 -0.03 0.02
H -2.131059 -7.403345 -2.778013 -0.01 -0.02 0.03
H -1.606817 -8.192901 0.160120 -0.06 -0.01 -0.06
H -2.860005 -7.059062 -0.404237 -0.03 -0.07 0.07
H 0.108332 -7.280613 1.382749 0.05 0.09 0.05
H -0.876904 -5.866654 1.846037 0.05 -0.11 0.01
H 2.028663 -5.960144 0.860691 0.15 -0.07 -0.12
H 1.430846 -5.302315 2.376913 0.07 0.02 0.08
H 1.544454 -1.807385 -1.557091 0.06 -0.04 0.06
H 0.141958 -3.628294 3.176355 -0.01 0.01 -0.03
H -1.335423 -3.785559 2.202939 0.04 0.05 -0.02
H -0.734017 -2.183328 2.681639 0.01 0.02 0.02
```
Forces are in eV/Å.

Löwdin atomic charge list, values in e, 5 entries: 0.00, 0.78, -0.62, -0.11, -0.07



(2)
Here is a structure of composition C53H47N12O3P2SSr at a distorted geometry from OMol25. Energies are from ωB97M-V/def2-TZVPD.

Computed properties:
Orbital gap = 7.500 eV
Total charge = +1

```
119
Properties=species:S:1:pos:R:3:forces:R:3
Sr -0.547249 -0.012100 -0.546677 2.42 0.37 0.81
C 1.152764 -4.189388 -2.197273 0.00 0.00 0.00
C 0.825821 -2.744677 -1.961602 0.02 0.05 -0.02
N 0.690737 -2.243157 -0.785325 -0.12 -0.44 0.10
N 0.848221 -3.122041 0.250146 -0.08 0.22 -0.10
C 0.684871 -2.624438 1.459269 0.08 0.05 -0.08
N 0.812330 -3.548888 2.448958 0.00 -0.04 0.00
S 0.337376 -1.007007 2.020815 0.02 -0.16 -0.03
C 0.664917 -1.823846 -3.124937 0.02 -0.21 0.18
C 0.929543 -2.251305 -4.425709 0.05 0.04 -0.04
C 0.751450 -1.377383 -5.484511 0.02 -0.05 0.00
C 0.312588 -0.088594 -5.235733 -0.01 0.06 0.03
C 0.083940 0.266072 -3.916970 0.03 0.02 -0.07
N 0.251664 -0.565930 -2.894385 0.10 -0.12 -0.20
H 0.718257 -4.789870 -1.402244 0.00 0.02 0.01
H 2.233357 -4.351951 -2.161085 0.02 0.04 0.01
H 0.786628 -4.544053 -3.157569 -0.04 -0.02 -0.01
H 1.159009 -4.459703 2.198114 -0.01 0.00 0.01
H 0.877704 -3.231382 3.398026 0.00 0.01 0.00
H 1.288066 -3.251623 -4.610380 0.00 0.00 0.00
H 0.959354 -1.703326 -6.495326 0.00 0.00 0.00
H 0.160170 0.626329 -6.031525 0.00 0.00 0.00
H -0.248500 1.268095 -3.662649 -0.01 0.00 -0.01
O -2.188009 1.433798 -1.202184 -1.27 0.83 -0.29
P -3.622478 1.324540 -0.758923 0.00 -0.06 0.03
C -4.398999 -0.124604 -1.555595 -0.06 0.02 0.00
P -3.630608 -1.710452 -1.079912 0.10 0.08 0.09
O -2.147794 -1.545711 -0.924541 -1.23 -0.81 -0.22
C -4.360696 -2.258592 0.458567 -0.03 -0.05 -0.02
C -3.529071 -2.408059 1.564444 -0.01 0.02 0.03
C -4.067916 -2.852833 2.764202 0.01 -0.01 0.01
C -5.420470 -3.143242 2.855808 -0.02 0.00 -0.01
C -6.249131 -2.998912 1.747397 0.02 0.00 0.01
C -5.718258 -2.564085 0.545494 -0.03 0.01 0.02
C -4.049879 -2.906609 -2.340697 0.00 0.02 -0.06
C -3.334828 -4.105375 -2.305793 0.02 0.00 -0.02
C -3.593798 -5.087133 -3.245978 -0.01 0.00 -0.01
C -4.565128 -4.879838 -4.218490 0.00 -0.01 0.01
C -5.277054 -3.690852 -4.255258 0.01 0.00 0.01
C -5.018262 -2.700553 -3.317533 -0.05 -0.02 0.01
C -4.590217 2.748514 -1.244677 -0.04 0.00 -0.08
C -5.342572 3.492913 -0.341095 0.00 0.02 0.01
C -6.044324 4.606879 -0.780656 0.00 0.00 -0.01
C -5.994919 4.977376 -2.115383 0.00 0.00 -0.01
C -5.238262 4.241728 -3.020058 -0.01 0.01 0.01
C -4.535984 3.131164 -2.587346 0.00 0.00 -0.01
C -3.777620 1.085079 1.008953 -0.05 0.06 0.03
C -2.674109 1.248306 1.844105 0.05 -0.03 0.05
C -2.797670 1.017448 3.208317 0.00 0.00 0.00
C -4.021833 0.650897 3.741432 -0.01 -0.01 0.00
C -5.132012 0.504450 2.916725 0.00 0.01 0.00
C -5.009504 0.714137 1.556359 0.01 -0.02 0.01
H -4.232083 0.016719 -2.628212 -0.05 0.01 0.00
H -5.475810 -0.133132 -1.371398 0.00 0.00 -0.01
H -2.472492 -2.173246 1.494921 0.01 0.00 -0.01
H -3.423524 -2.971288 3.625456 0.00 0.00 0.00
H -5.835243 -3.493866 3.792087 0.00 0.00 0.00
H -7.301173 -3.240538 1.820532 0.00 0.00 0.00
H -6.361629 -2.478118 -0.324439 0.02 0.00 -0.01
H -2.570901 -4.259867 -1.551899 0.00 0.01 0.00
H -3.039263 -6.015660 -3.221761 0.00 0.00 0.00
H -4.766323 -5.650324 -4.950986 0.00 0.00 0.00
H -6.031296 -3.532603 -5.014223 0.00 0.01 0.00
H -5.580076 -1.775314 -3.357173 0.00 0.00 0.00
H -5.374118 3.218116 0.704953 0.01 -0.01 0.00
H -6.623911 5.188433 -0.076592 0.00 0.00 0.00
H -6.541624 5.847448 -2.453959 0.00 0.00 0.00
H -5.192710 4.540352 -4.058632 0.00 0.00 0.00
H -3.929540 2.571738 -3.290951 0.00 -0.01 0.01
H -1.704235 1.565720 1.470405 -0.16 0.03 -0.11
H -1.930271 1.118913 3.846050 0.00 0.00 0.00
H -4.114545 0.472342 4.804707 0.00 0.00 0.00
H -6.086678 0.214341 3.334606 0.00 0.00 -0.01
H -5.877317 0.582363 0.920039 0.01 0.00 -0.01
C 6.922251 -2.540163 0.310581 0.08 -0.01 0.01
N 5.664127 -2.181501 -0.308011 0.33 0.26 -0.07
C 4.427800 -2.237386 0.191307 -0.36 -0.09 -0.11
N 3.551640 -1.852863 -0.714421 0.14 0.22 -0.04
C 4.337998 -1.550024 -1.780161 -0.06 -0.07 0.16
N 5.624615 -1.731852 -1.584205 0.10 -0.04 0.13
C 7.284413 -1.780823 1.574273 -0.08 0.04 -0.02
C 8.289007 -2.326948 2.366439 -0.07 -0.08 0.00
C 8.699555 -1.697365 3.527588 0.05 0.00 0.04
C 8.113851 -0.507071 3.916746 0.07 0.06 0.04
C 7.121616 0.060867 3.125645 -0.15 0.00 -0.03
C 6.703178 -0.575391 1.955138 0.12 -0.04 -0.02
C 6.539152 1.329161 3.579636 -0.08 0.01 -0.21
N 6.762789 1.923332 4.697797 -0.02 -0.01 0.12
N 6.033548 3.099549 4.680338 0.09 0.05 0.02
C 5.430388 3.140869 3.548217 -0.14 -0.16 -0.20
O 5.684032 2.035704 2.785601 0.15 0.13 0.12
C 4.559716 4.204318 3.036867 0.05 -0.10 0.03
C 4.153701 5.221527 3.899354 0.00 0.00 0.02
C 3.354745 6.245619 3.423822 0.03 -0.01 0.06
C 2.950652 6.262554 2.095830 -0.06 -0.02 -0.02
C 3.351787 5.255348 1.230587 0.10 -0.06 0.07
C 2.912382 5.248532 -0.207076 0.01 -0.07 0.00
N 1.842883 4.279330 -0.445543 -0.03 0.10 0.02
C 1.789570 2.971608 -0.193090 -0.07 0.01 -0.15
N 0.620718 2.485410 -0.577468 -0.04 -0.03 0.01
C -0.016168 3.584269 -1.065175 -0.23 -0.01 0.01
N 0.680568 4.691086 -0.995822 0.12 -0.09 -0.06
C 4.164607 4.229978 1.706029 0.07 0.08 0.00
H 7.679541 -2.373134 -0.454401 -0.01 0.01 -0.01
H 6.904724 -3.611177 0.519731 0.07 0.01 0.06
H 4.205082 -2.571466 1.192840 0.00 0.02 0.00
H 3.954057 -1.195249 -2.723772 -0.01 0.01 0.01
H 8.746173 -3.265930 2.076330 0.00 0.00 -0.01
H 9.478754 -2.138568 4.134001 0.00 0.00 0.01
H 8.422845 -0.002517 4.821782 -0.02 0.00 0.00
H 5.935151 -0.119914 1.347343 -0.10 0.01 -0.06
H 4.479739 5.200329 4.930304 -0.01 -0.01 0.00
H 3.045823 7.039566 4.090110 0.00 0.00 0.01
H 2.320273 7.064587 1.731667 0.01 0.00 -0.01
H 3.751970 5.020277 -0.864297 -0.03 -0.03 -0.04
H 2.484976 6.199285 -0.512359 0.08 0.06 0.05
H 2.590411 2.407374 0.246158 0.09 -0.06 0.08
H -1.017252 3.553499 -1.461316 0.01 -0.01 0.01
H 4.525757 3.462641 1.032417 0.00 -0.03 -0.01
```
Forces are in eV/Å.

Löwdin atomic charge list, values in e, 5 entries: 1.24, -0.03, -0.31, -0.09, -0.02



One value per record, in order, for energy relative to the best compared isomer or geometry (same formula, charge and spin): 0.0; 26.8 kJ/mol.
One value per record, in order, for HOMO: -9.65; -9.26 eV.
One value per record, in order, for M: 1159.85; 1081.68 g mol⁻¹.